[1]
The following is a DFT calculation (the ωB97M-V functional and the def2-TZVPD basis) of a structure of composition C41H59CrN3O4P3STe.

```
113
C41H59CrN3O4P3STe, DFT the ωB97M-V functional and the def2-TZVPD basis
Cr -0.81 -0.28 -0.34
C 0.55 -2.94 1.38
C -0.60 -3.47 0.49
P -2.07 -2.38 0.46
C -3.19 -3.05 -0.78
C -4.48 -3.45 -0.45
C -5.36 -3.88 -1.44
C -4.96 -3.91 -2.76
C -3.68 -3.49 -3.10
C -2.81 -3.06 -2.12
C -2.93 -2.60 2.03
C -3.59 -1.51 2.60
C -4.30 -1.66 3.78
C -4.35 -2.90 4.40
C -3.70 -3.99 3.84
C -3.00 -3.85 2.65
P 0.62 -1.09 1.52
C -0.37 -0.63 2.97
C -1.10 0.55 2.89
C -1.79 1.02 4.00
C -1.76 0.31 5.19
C -1.03 -0.87 5.27
C -0.33 -1.33 4.17
C 2.30 -0.68 2.09
C 3.40 -1.51 1.85
C 4.66 -1.18 2.33
C 4.83 -0.02 3.07
C 3.75 0.81 3.31
C 2.49 0.49 2.82
H 1.49 -3.29 0.96
H 0.48 -3.35 2.39
H -0.84 -4.49 0.79
H -0.26 -3.50 -0.54
H -4.81 -3.44 0.58
H -6.36 -4.19 -1.16
H -5.64 -4.24 -3.53
H -3.37 -3.48 -4.14
H -1.84 -2.69 -2.39
H -3.56 -0.55 2.10
H -4.81 -0.81 4.21
H -4.90 -3.02 5.32
H -3.76 -4.96 4.32
H -2.52 -4.71 2.21
H -1.15 1.12 1.97
H -2.36 1.94 3.93
H -2.29 0.67 6.05
H -1.00 -1.43 6.20
H 0.26 -2.24 4.25
H 3.30 -2.42 1.28
H 5.49 -1.83 2.14
H 5.81 0.24 3.46
H 3.88 1.71 3.90
H 1.66 1.14 3.04
C 0.70 -3.17 -4.09
C 0.32 -1.94 -3.32
N -0.27 -0.96 -4.02
O 0.53 -1.87 -2.09
H 0.94 -2.97 -5.13
H -0.14 -3.86 -4.06
H 1.55 -3.64 -3.60
H -0.45 -1.06 -5.00
H -0.63 -0.13 -3.56
C -5.54 0.01 -2.56
C -5.33 1.51 -2.47
O -4.33 1.84 -1.49
P -2.77 1.64 -1.75
O -2.40 0.18 -1.42
Te -2.09 2.39 -3.86
O -2.15 2.41 -0.49
C -2.03 3.84 -0.44
C -3.11 4.44 0.43
H -6.28 -0.20 -3.32
H -5.88 -0.40 -1.61
H -4.61 -0.49 -2.83
H -6.23 2.03 -2.11
H -5.03 1.94 -3.43
H -2.05 4.24 -1.46
H -1.03 4.03 -0.04
H -4.09 4.15 0.06
H -3.04 5.52 0.42
H -3.02 4.10 1.46
C 4.43 5.95 -1.46
C 3.49 5.11 -0.62
C 4.22 4.00 0.12
C 3.32 3.19 1.05
N 2.16 2.63 0.39
C 2.18 1.61 -0.48
S 0.78 1.32 -1.44
N 3.30 0.91 -0.62
C 3.47 -0.23 -1.51
C 3.92 0.18 -2.91
C 5.23 0.96 -2.95
C 6.41 0.22 -2.33
H 3.90 6.74 -1.99
H 4.94 5.34 -2.21
H 5.20 6.43 -0.85
H 2.72 4.67 -1.26
H 2.96 5.74 0.10
H 5.02 4.43 0.73
H 4.72 3.35 -0.60
H 2.93 3.84 1.85
H 3.86 2.39 1.56
H 1.31 3.17 0.33
H 4.13 1.26 -0.17
H 2.52 -0.77 -1.54
H 4.20 -0.88 -1.03
H 3.12 0.77 -3.36
H 4.01 -0.74 -3.50
H 5.09 1.92 -2.45
H 5.45 1.21 -3.99
H 6.29 0.06 -1.26
H 7.33 0.78 -2.47
H 6.54 -0.76 -2.79
```

* orbital gap (spin up / spin down): 7.29 / 7.21 eV
* LUMO energy (spin up / spin down): -1.91 / -2.00 eV
* ⟨S²⟩: 6.026
* energy relative to the best compared isomer or geometry (same formula, charge and spin): 0.0 kJ/mol
* HOMO level (spin up / spin down): -9.200 / -9.207 eV
* charge: +1
* multiplicity: 5

=====

[2]
The following is a DFT calculation (the ωB97M-V functional and the def2-TZVPD basis) of a cluster of 6 separate species, H12O6 in total at a distorted geometry.

```
18
H12O6, DFT the ωB97M-V functional and the def2-TZVPD basis
O -1.38 0.16 -2.36
H -0.85 0.31 -3.14
H -2.15 -0.31 -2.69
O 0.74 1.32 -0.83
H 0.90 0.71 -0.11
H -0.02 0.96 -1.29
O -1.52 0.62 1.95
H -1.74 1.22 1.23
H -1.42 1.19 2.72
O 2.66 1.49 1.38
H 2.34 0.64 1.05
H 2.64 1.40 2.33
O 1.57 -0.92 0.60
H 1.81 -1.61 -0.02
H 0.87 -1.30 1.12
O -1.68 -2.28 -0.75
H -1.46 -1.53 -1.30
H -1.29 -2.07 0.10
```

* orbital gap (spin up / spin down): 2.73 / 10.41 eV
* LUMO energy (spin up / spin down): 3.30 / 3.40 eV
* ⟨S²⟩: 0.751
* energy relative to the best compared isomer or geometry (same formula, charge and spin): 91.1 kJ/mol
* HOMO level (spin up / spin down): 0.568 / -7.007 eV
* charge: -1
* multiplicity: 2

=====

[3]
The following is a DFT calculation (the ωB97M-V functional and the def2-TZVPD basis) of a cluster of 2 separate species, C4H12N3S in total at a distorted geometry.

```
20
C4H12N3S, DFT the ωB97M-V functional and the def2-TZVPD basis
C 1.89 1.55 -0.93
C 0.45 1.35 -0.57
C -0.90 0.56 1.63
C -1.29 -0.15 2.86
N -0.10 -1.63 -0.92
N -0.03 -1.09 -2.23
N 2.73 0.81 -0.37
S 0.42 0.12 0.78
H 2.09 2.33 -1.66
H -1.07 -1.86 -0.71
H -0.02 2.28 -0.26
H -0.08 0.92 -1.42
H -1.54 1.37 1.30
H -1.49 0.56 3.66
H -0.53 -0.86 3.17
H -2.23 -0.69 2.70
H 0.95 -0.98 -2.49
H -0.47 -1.68 -2.94
H 3.71 0.94 -0.61
H 0.47 -2.46 -0.78
```

* orbital gap: 8.43 eV
* LUMO energy: -4.35 eV
* energy relative to the best compared isomer or geometry (same formula, charge and spin): 276.3 kJ/mol
* HOMO level: -12.776 eV
* charge: +1

=====

[4]
The following is a DFT calculation (the ωB97M-V functional and the def2-TZVPD basis) of a structure of composition C44H45GeN4OPtSTe.

```
98
C44H45GeN4OPtSTe, DFT the ωB97M-V functional and the def2-TZVPD basis
Pt 1.01 -0.54 -1.19
N 1.13 -3.90 2.04
C 0.33 -3.98 3.17
C 0.05 -5.22 3.73
C -0.75 -5.29 4.85
C -1.27 -4.12 5.43
C -1.00 -2.89 4.89
C -0.19 -2.81 3.75
S 0.17 -1.28 3.05
N 1.09 -1.57 1.75
C 1.45 -2.76 1.38
C 2.35 -2.95 0.21
C 3.31 -3.95 0.27
C 4.12 -4.22 -0.81
C 3.94 -3.48 -1.96
C 3.00 -2.46 -1.95
N 2.23 -2.16 -0.88
H 1.34 -4.78 1.58
H 0.45 -6.12 3.28
H -0.97 -6.25 5.29
H -1.89 -4.20 6.31
H -1.39 -1.99 5.33
H 3.46 -4.51 1.19
H 4.87 -5.00 -0.76
H 4.51 -3.65 -2.86
H 2.83 -1.86 -2.83
Ge -0.38 -2.22 -2.24
C -0.60 -3.78 -1.06
C -1.64 -3.78 -0.12
C -1.87 -4.89 0.69
C -1.05 -6.00 0.60
C 0.00 -6.01 -0.32
C 0.21 -4.91 -1.14
C -2.17 -1.69 -2.76
C -2.97 -0.89 -1.94
C -4.28 -0.58 -2.30
C -4.80 -1.07 -3.48
C -4.03 -1.88 -4.30
C -2.72 -2.19 -3.94
H 0.42 -2.73 -3.47
H -2.32 -2.93 -0.06
H -2.71 -4.89 1.37
H -1.24 -6.88 1.20
H 0.62 -6.89 -0.42
H 1.00 -4.95 -1.89
H -2.58 -0.52 -1.00
H -4.88 0.04 -1.65
H -5.82 -0.83 -3.77
H -4.44 -2.27 -5.22
H -2.13 -2.82 -4.60
C 4.33 0.26 -1.13
C 3.48 1.36 -0.54
O 3.98 2.48 -0.40
N 2.18 1.08 -0.22
Te 1.65 2.88 0.58
C -0.09 3.25 1.86
C 0.29 4.33 2.68
C 1.66 4.95 2.92
C -0.71 4.96 3.45
C -2.01 4.51 3.49
C -3.05 5.20 4.33
C -2.32 3.38 2.75
C -1.40 2.74 1.94
C -1.93 1.55 1.18
C 0.92 3.57 -1.27
C 0.19 2.71 -2.09
C -0.37 1.40 -1.62
C -0.14 3.13 -3.38
C 0.25 4.37 -3.86
C -0.10 4.82 -5.25
C 0.98 5.20 -3.01
C 1.34 4.83 -1.72
C 2.13 5.78 -0.87
H 5.33 0.65 -1.28
H 3.92 -0.04 -2.10
H 4.37 -0.60 -0.47
H 2.52 4.40 2.55
H 1.80 5.06 3.99
H 1.70 5.95 2.49
H -0.42 5.80 4.05
H -2.64 6.06 4.85
H -3.46 4.51 5.08
H -3.88 5.54 3.71
H -3.33 2.98 2.80
H -2.80 1.15 1.69
H -1.19 0.75 1.11
H -2.25 1.83 0.18
H -0.34 1.29 -0.55
H 0.06 0.51 -2.25
H -1.41 1.29 -1.93
H -0.72 2.47 -4.01
H -0.67 4.06 -5.78
H 0.80 5.04 -5.82
H -0.70 5.74 -5.22
H 1.29 6.18 -3.37
H 2.68 6.48 -1.49
H 2.87 5.26 -0.25
H 1.47 6.35 -0.22
```

* orbital gap (spin up / spin down): 7.04 / 5.14 eV
* LUMO energy (spin up / spin down): -6.16 / -8.06 eV
* ⟨S²⟩: 0.762
* energy relative to the best compared isomer or geometry (same formula, charge and spin): 175.2 kJ/mol
* HOMO level (spin up / spin down): -13.200 / -13.199 eV
* charge: +2
* multiplicity: 2

=====

[5]
The following is a DFT calculation (the ωB97M-V functional and the def2-TZVPD basis) of a structure of composition C6H6N2O at a distorted geometry.

```
15
C6H6N2O, DFT the ωB97M-V functional and the def2-TZVPD basis
C 1.02 1.15 1.91
C 0.46 0.39 0.81
C -0.25 -0.88 0.99
C -0.69 -1.46 -0.05
C -0.64 -0.84 -1.32
C -0.05 0.25 -1.49
H -0.01 1.49 2.60
H 1.55 2.16 1.58
H 1.75 0.54 2.25
H -0.49 -1.32 1.87
H -1.65 -2.53 0.02
H -1.15 -1.37 -2.36
N 0.16 0.93 -2.73
N 0.59 0.93 -0.44
O -0.59 0.56 -3.64
```

* orbital gap: 8.57 eV
* LUMO energy: -0.88 eV
* energy relative to the best compared isomer or geometry (same formula, charge and spin): 538.3 kJ/mol
* HOMO level: -9.451 eV
* charge: 0

=====

[6]
The following is a DFT calculation (the ωB97M-V functional and the def2-TZVPD basis) of a structure of composition C16H48AlF4O8Pb at a distorted geometry.

```
78
C16H48AlF4O8Pb, DFT the ωB97M-V functional and the def2-TZVPD basis
Al -3.59 -1.46 -1.47
Pb -1.61 -0.95 2.11
F -2.33 -3.00 0.83
F -1.27 0.06 -0.20
F 0.49 -1.89 2.94
F -4.10 -0.40 1.36
C -2.75 2.01 3.12
C -1.39 2.23 3.69
O -0.72 1.11 3.23
H -2.92 1.93 2.05
H -3.28 2.92 3.41
H -3.25 1.17 3.60
H -1.29 2.24 4.77
H -1.03 3.21 3.36
H 0.22 1.33 3.22
C 1.45 -5.51 3.45
C 1.52 -5.10 1.97
O 2.03 -3.76 1.89
H 2.49 -5.38 3.77
H 1.20 -6.54 3.70
H 0.73 -4.88 3.97
H 0.56 -5.00 1.47
H 2.21 -5.75 1.44
H 1.33 -3.13 2.09
C 3.36 -0.50 -1.37
C 3.46 0.35 -2.68
O 3.53 1.71 -2.50
H 3.64 -1.55 -1.46
H 2.33 -0.50 -1.01
H 4.09 -0.11 -0.65
H 2.63 0.05 -3.33
H 4.34 0.10 -3.28
H 2.73 1.82 -1.96
C 0.68 3.94 -0.58
C 1.07 2.54 -0.36
O 1.02 1.59 -1.40
H 1.25 4.61 0.05
H -0.33 4.08 -0.18
H 0.87 4.38 -1.56
H 0.48 2.06 0.42
H 1.98 2.53 0.25
H 0.36 0.96 -1.12
C -3.85 3.89 -0.89
C -3.30 2.49 -1.15
O -4.08 1.57 -1.93
H -3.29 4.24 -0.01
H -4.82 3.75 -0.41
H -3.79 4.58 -1.73
H -2.89 2.11 -0.21
H -2.39 2.69 -1.70
H -4.44 2.14 -2.62
C 2.87 2.41 3.52
C 2.63 0.93 3.62
O 1.90 0.61 2.39
H 3.60 2.79 4.24
H 2.01 3.07 3.56
H 3.47 2.63 2.63
H 2.03 0.73 4.51
H 3.54 0.34 3.60
H 1.42 -0.22 2.47
C -0.12 -4.84 -1.59
C -0.21 -3.33 -1.98
O -1.41 -3.16 -2.76
H 0.76 -5.11 -1.02
H -0.13 -5.41 -2.52
H -1.04 -5.06 -1.05
H 0.69 -3.06 -2.53
H -0.24 -2.76 -1.05
H -1.14 -3.42 -3.65
C -0.21 0.00 -4.33
C -1.58 0.65 -4.18
O -2.58 -0.31 -3.93
H -0.09 -0.92 -3.76
H 0.63 0.68 -4.17
H 0.04 -0.23 -5.37
H -1.80 1.41 -4.94
H -1.45 1.35 -3.36
H -2.91 -0.72 -4.74
```

* orbital gap: 1.97 eV
* LUMO energy: -9.64 eV
* HOMO level: -11.609 eV
* charge: +1

=====

[7]
The following is a DFT calculation (the ωB97M-V functional and the def2-TZVPD basis) of the molecule C5H8N2.

```
15
C5H8N2, DFT the ωB97M-V functional and the def2-TZVPD basis
C 2.17 0.38 -0.10
N 0.91 0.05 0.57
C 0.44 -1.24 0.65
C -0.88 -1.28 0.28
C -1.24 0.06 -0.10
N -2.43 0.46 -0.72
C -0.15 0.84 0.14
H 1.84 0.68 -1.11
H 2.67 1.22 0.40
H 2.85 -0.47 -0.12
H 1.09 -2.04 0.97
H -1.53 -2.15 0.29
H -3.28 0.14 -0.29
H -2.46 1.46 -0.88
H -0.01 1.91 0.02
```

* orbital gap: 8.75 eV
* LUMO energy: 1.12 eV
* SMILES string: Cn1ccc(N)c1
* energy relative to the best compared isomer or geometry (same formula, charge and spin): 87.0 kJ/mol
* HOMO level: -7.630 eV
* charge: 0

=====

[8]
The following is a DFT calculation (the ωB97M-V functional and the def2-TZVPD basis) of a cluster of 2 separate species, C3H12NO in total at a distorted geometry.

```
17
C3H12NO, DFT the ωB97M-V functional and the def2-TZVPD basis
C 0.69 -0.30 -1.81
C 2.11 -0.30 -1.29
N -0.26 -0.43 -0.66
H 0.36 0.59 -2.35
H 0.47 -1.04 -2.58
H 2.54 -1.31 -1.36
H 2.08 -0.19 -0.21
H -0.04 -1.24 -0.07
H -0.32 0.34 0.03
H -1.20 -0.61 -0.99
H 2.88 0.30 -1.78
C -1.77 0.41 2.20
O -1.06 1.43 1.56
H -0.71 2.15 2.11
H -1.79 0.62 3.27
H -1.27 -0.59 2.25
H -2.70 0.16 1.68
```

* orbital gap: 11.25 eV
* LUMO energy: -3.39 eV
* energy relative to the best compared isomer or geometry (same formula, charge and spin): 141.0 kJ/mol
* HOMO level: -14.634 eV
* charge: +1

=====

[9]
The following is a DFT calculation (the ωB97M-V functional and the def2-TZVPD basis) of a structure of composition C4H3CuLiO2 at a distorted geometry.

```
11
C4H3CuLiO2, DFT the ωB97M-V functional and the def2-TZVPD basis
Cu 3.38 0.88 -0.40
O 1.88 0.08 -0.82
C 0.64 0.36 -0.39
H 0.77 -0.71 1.44
H 0.04 1.02 -1.03
C -1.30 -0.08 1.09
C 0.12 -0.15 0.75
C -2.25 -0.22 0.18
O -3.06 -0.44 -0.63
Li 1.42 -0.93 -2.29
H -1.64 0.20 2.10
```

* orbital gap (spin up / spin down): 6.42 / 5.48 eV
* LUMO energy (spin up / spin down): -4.57 / -6.95 eV
* ⟨S²⟩: 2.017
* HOMO level (spin up / spin down): -10.985 / -12.425 eV
* charge: +1
* multiplicity: 3

=====

[10]
The following is a DFT calculation (the ωB97M-V functional and the def2-TZVPD basis) of the molecule C6H13BO3 at a distorted geometry.

```
23
C6H13BO3, DFT the ωB97M-V functional and the def2-TZVPD basis
B 1.62 0.37 0.21
C -0.59 -0.62 0.22
C -1.02 0.81 -0.06
C 3.19 -0.02 -0.18
C -1.49 -1.73 -0.47
C -0.60 -0.81 1.74
C -0.78 1.35 -1.35
O 0.70 -0.67 -0.31
O 1.08 1.42 0.76
O -1.79 1.40 0.70
H 3.85 0.04 0.65
H 3.40 0.75 -0.91
H 3.12 -1.01 -0.67
H -1.74 -1.24 -1.46
H -2.33 -1.89 0.09
H -0.91 -2.60 -0.63
H 0.02 -1.71 2.09
H -1.61 -0.95 1.96
H -0.25 0.22 2.09
H -0.08 2.16 -1.03
H -1.63 1.74 -1.82
H -0.10 0.76 -2.01
H -2.05 2.25 0.38
```

* orbital gap: 8.87 eV
* LUMO energy: 0.15 eV
* energy relative to the best compared isomer or geometry (same formula, charge and spin): 206.5 kJ/mol
* HOMO level: -8.718 eV
* charge: 0

=====

[11]
The following is a DFT calculation (the ωB97M-V functional and the def2-TZVPD basis) of a cluster of 2 separate species, C6H10O in total at a distorted geometry.

```
17
C6H10O, DFT the ωB97M-V functional and the def2-TZVPD basis
C 1.22 -0.26 -1.71
C 1.02 -1.09 -0.46
C 1.54 -0.61 0.87
C 0.07 -0.62 0.60
C -2.24 1.54 0.12
C -2.24 1.12 1.36
O -2.29 0.88 2.50
H 2.22 -0.41 -2.13
H 1.11 0.81 -1.48
H 0.49 -0.52 -2.48
H 1.06 -2.17 -0.62
H 1.94 -1.34 1.57
H 2.03 0.36 0.90
H -0.58 -1.32 1.11
H -1.99 0.95 -0.75
H -0.34 0.37 0.43
H -3.02 2.30 0.16
```

* orbital gap: 10.36 eV
* LUMO energy: 0.93 eV
* SMILES string: CC1CC1.C=C=O
* energy relative to the best compared isomer or geometry (same formula, charge and spin): 180.0 kJ/mol
* HOMO level: -9.431 eV
* charge: 0

=====

[12]
The following is a DFT calculation (the ωB97M-V functional and the def2-TZVPD basis) of a cluster of 2 separate species, C4H12 in total at a distorted geometry.

```
16
C4H12, DFT the ωB97M-V functional and the def2-TZVPD basis
C 2.51 1.82 -0.15
C 1.22 1.00 -0.20
H 2.41 2.88 0.08
H 3.08 1.48 0.72
H 3.12 1.65 -1.04
H 1.41 -0.01 0.05
H 0.36 1.43 0.30
H 0.83 1.07 -1.22
C -1.15 -1.14 0.37
C -2.59 -1.61 0.03
H -0.75 -1.83 1.11
H -0.52 -1.26 -0.51
H -1.13 -0.10 0.66
H -2.59 -2.19 -0.90
H -3.32 -0.85 -0.09
H -2.89 -2.33 0.79
```

* orbital gap: 12.64 eV
* LUMO energy: 1.13 eV
* SMILES string: CC.CC
* energy relative to the best compared isomer or geometry (same formula, charge and spin): 46.0 kJ/mol
* HOMO level: -11.508 eV
* charge: 0

=====

no.,electronic energy (eV)
1,-130553.059
2,-12479.133
3,-19639.161
4,-132241.794
5,-11340.853
6,-56449.743
7,-8294.094
8,-6835.953
9,-53125.588
10,-13251.463
11,-8429.374
12,-4342.051